Entry 1:
The following is a quantum chemistry calculation of a structure of composition C43H55N3P2PtSi2, from the OMol25 dataset.

Summary:
**Kohn-Sham gap**: 7.25 eV
**E_LUMO**: 0.4079 eV

Atoms and positions in Å:
Pt  -0.315  -0.189  -0.537
C  4.232  -1.902  -1.833
Si  2.484  -1.489  -2.349
C  2.539  -0.856  -4.112
C  1.455  -3.046  -2.293
N  1.772  -0.309  -1.334
P  2.243  0.859  -0.370
C  0.760  1.268  0.343
P  0.108  1.033  1.895
N  -0.788  -0.277  1.705
Si  -2.424  -0.709  1.953
C  -3.455  0.403  3.029
C  -3.273  -0.760  0.256
C  -2.450  -2.413  2.719
C  1.256  0.862  3.282
C  2.280  1.788  3.462
C  3.125  1.690  4.555
C  2.936  0.673  5.487
C  1.912  -0.243  5.319
C  1.072  -0.150  4.213
C  -0.873  2.493  2.380
C  -1.550  3.191  1.384
C  -2.429  4.214  1.717
C  -2.626  4.553  3.049
C  -1.940  3.878  4.045
C  -1.068  2.846  3.711
C  3.594  0.354  0.738
C  3.385  -0.823  1.454
C  4.310  -1.249  2.391
C  5.458  -0.496  2.620
C  5.670  0.678  1.922
C  4.731  1.110  0.986
C  2.915  2.255  -1.330
C  4.089  2.101  -2.067
C  4.529  3.111  -2.909
C  3.790  4.283  -3.025
C  2.619  4.440  -2.304
C  2.180  3.426  -1.456
H  4.583  -2.771  -2.398
H  4.311  -2.130  -0.769
H  4.916  -1.074  -2.048
H  3.409  -1.243  -4.652
H  2.594  0.236  -4.125
H  1.644  -1.153  -4.665
H  1.103  -3.335  -3.285
H  0.587  -2.849  -1.662
H  1.997  -3.894  -1.865
H  -3.652  1.374  2.569
H  -2.956  0.584  3.985
H  -4.412  -0.084  3.241
H  -3.573  0.256  0.012
H  -4.192  -1.357  0.277
H  -1.992  -2.146  -0.493
H  -2.427  -2.319  3.810
H  -1.570  -2.987  2.420
H  -3.344  -2.990  2.467
H  2.424  2.583  2.738
H  3.929  2.402  4.685
H  3.594  0.598  6.344
H  1.764  -1.031  6.047
H  0.279  -0.873  4.056
H  -1.363  2.933  0.348
H  -2.954  4.750  0.936
H  -3.309  5.352  3.309
H  -2.084  4.149  5.084
H  -0.543  2.314  4.497
H  2.483  -1.400  1.271
H  4.136  -2.160  2.949
H  6.184  -0.828  3.353
H  6.562  1.265  2.103
H  4.891  2.041  0.457
H  4.659  1.181  -1.992
H  5.442  2.985  -3.476
H  4.129  5.072  -3.685
H  2.040  5.350  -2.402
H  1.263  3.524  -0.887
C  -4.356  -4.152  -0.242
C  -3.284  -4.075  -1.333
C  -1.885  -4.277  -0.743
C  -3.503  -2.883  -2.272
C  -4.264  -3.167  -3.405
C  -4.561  -2.195  -4.336
C  -4.052  -0.924  -4.157
C  -3.279  -0.573  -3.051
C  -2.734  0.859  -3.098
C  -3.067  1.762  -1.912
C  -1.237  0.884  -3.389
C  -3.045  -1.571  -2.078
N  -2.371  -1.266  -0.824
H  -4.311  -5.116  0.268
H  -5.355  -4.034  -0.663
H  -4.213  -3.375  0.511
H  -3.441  -4.940  -1.981
H  -1.702  -3.699  0.168
H  -1.100  -4.053  -1.464
H  -1.770  -5.322  -0.449
H  -4.630  -4.178  -3.546
H  -5.169  -2.428  -5.201
H  -4.243  -0.166  -4.907
H  -3.229  1.306  -3.963
H  -2.397  1.566  -1.073
H  -4.099  1.636  -1.579
H  -2.933  2.806  -2.204
H  -0.717  0.373  -2.568
H  -0.861  1.909  -3.440
H  -0.997  0.371  -4.322

Atom charges from the Mulliken analysis, given in e for atoms 1 to 8: atom 1 (Pt): 2.36, atom 2 (C): -1.08, atom 3 (Si): -0.05, atom 4 (C): -1.14, atom 5 (C): -0.55, atom 6 (N): 0.24, atom 7 (P): 0.99, atom 8 (C): -0.76

---

Entry 2:
The following is a quantum chemistry calculation of a structure of composition C43H56BCeF4I2N6P2S, from the OMol25 dataset.

Summary:
**Multiplicity**: 2
**Kohn-Sham gap (spin up / spin down)**: 5.93 / 5.94 eV
**E_LUMO (spin up / spin down)**: -6.2405 / -6.2351 eV
**Charge**: +2
**ΔE to the lowest compared entry with this formula, charge and spin**: 66.3 kJ/mol

Atoms and positions in Å:
Ce  -1.147  -1.060  1.767
C  -0.388  3.099  1.935
C  0.550  2.356  2.865
N  0.670  0.877  2.702
C  1.549  0.368  3.770
C  1.696  -1.157  3.761
N  0.419  -1.910  3.641
C  -0.275  -2.190  4.938
C  -1.063  -0.995  5.451
C  -2.523  -0.991  4.986
N  -2.812  -0.355  3.659
C  -2.967  1.119  3.723
C  -3.105  1.783  2.337
N  -2.106  1.308  1.311
C  -1.125  2.305  0.840
H  0.155  3.901  1.430
H  -1.102  3.664  2.581
H  0.271  2.553  3.931
H  1.560  2.862  2.765
H  1.115  0.710  1.771
H  1.133  0.636  4.781
H  2.539  0.813  3.726
H  2.254  -1.434  4.649
H  2.328  -1.470  2.927
H  0.660  -2.837  3.251
H  0.448  -2.526  5.698
H  -0.963  -3.032  4.828
H  -0.575  -0.043  5.291
H  -1.104  -1.169  6.568
H  -3.174  -0.427  5.687
H  -2.894  -2.005  5.021
H  -3.712  -0.797  3.392
H  -2.153  1.514  4.335
H  -3.861  1.370  4.307
H  -3.032  2.871  2.376
H  -4.153  1.617  2.004
H  -2.704  1.150  0.499
H  -1.677  2.996  0.174
H  -0.389  1.776  0.205
I  -3.334  -3.873  2.625
C  -1.543  -5.041  1.823
I  0.365  -4.324  0.948
H  -1.961  -5.603  1.005
H  -1.284  -5.647  2.683
F  -1.113  -1.964  -0.585
B  -2.509  -1.875  -0.897
F  -2.747  -0.922  -1.829
F  -3.009  -3.148  -0.987
F  -3.112  -1.338  0.418
C  2.515  1.158  -0.929
P  1.346  -0.253  -1.152
C  2.400  -1.705  -1.232
C  1.978  -2.843  -1.958
C  2.708  -4.025  -1.923
C  3.815  -4.147  -1.046
C  4.235  -3.002  -0.401
C  3.522  -1.823  -0.429
C  0.711  0.006  -2.823
C  1.411  -0.494  -3.937
C  0.910  -0.320  -5.214
C  -0.325  0.291  -5.411
C  -1.019  0.808  -4.324
C  -0.470  0.722  -3.029
P  3.095  2.305  -2.267
C  4.025  3.376  -1.098
C  3.286  4.012  -0.105
C  3.916  4.769  0.911
C  5.289  4.921  0.909
C  6.024  4.434  -0.172
C  5.411  3.671  -1.171
C  4.378  1.295  -3.047
C  4.210  1.036  -4.398
C  4.995  0.021  -4.969
C  5.935  -0.693  -4.238
C  6.194  -0.310  -2.913
C  5.376  0.652  -2.301
H  3.406  0.800  -0.397
H  1.982  1.839  -0.259
H  0.997  -2.855  -2.418
H  2.387  -4.820  -2.589
H  4.357  -5.106  -0.963
H  5.135  -3.030  0.232
H  3.848  -1.024  0.228
H  2.380  -0.981  -3.804
H  1.472  -0.776  -6.008
H  -0.701  0.454  -6.437
H  -1.969  1.305  -4.500
H  -0.990  1.140  -2.201
H  2.210  3.898  -0.096
H  3.322  5.156  1.731
H  5.814  5.390  1.715
H  7.106  4.564  -0.168
H  5.995  3.286  -2.001
H  3.477  1.509  -5.021
H  4.841  -0.217  -6.024
H  6.524  -1.526  -4.649
H  7.031  -0.792  -2.360
H  5.428  0.861  -1.261
N  -5.713  -2.268  0.075
C  -6.223  -1.196  0.745
S  -6.443  -1.178  2.421
N  -6.630  -0.134  -0.010
C  -6.358  0.077  -1.415
C  -6.735  -0.904  -2.386
C  -6.309  -0.760  -3.709
C  -5.561  0.345  -4.105
C  -5.337  1.349  -3.166
C  -5.752  1.251  -1.853
H  -5.334  -2.974  0.700
H  -5.275  -2.157  -0.823
H  -6.854  0.646  0.592
H  -7.370  -1.762  -2.096
H  -6.567  -1.513  -4.440
H  -5.146  0.370  -5.096
H  -4.820  2.274  -3.446
H  -5.589  2.084  -1.161

Atom charges from the Mulliken analysis, given in e for atoms 1 to 8: atom 1 (Ce): 0.58, atom 2 (C): -0.87, atom 3 (C): -1.10, atom 4 (N): 1.16, atom 5 (C): -1.01, atom 6 (C): -0.89, atom 7 (N): 0.11, atom 8 (C): -0.84

---

Entry 3:
The following is a quantum chemistry calculation of a structure of composition C43H56BrF3N9O7RbS, from the OMol25 dataset.

Summary:
**Kohn-Sham gap (spin up / spin down)**: 5.74 / 5.84 eV
**E_LUMO (spin up / spin down)**: 3.5469 / 3.5817 eV
**Charge**: -2
**ΔE to the lowest compared entry with this formula, charge and spin**: 0.0 kJ/mol

Atoms and positions in Å:
Rb  2.255  0.021  -0.066
C  -5.663  -2.006  -1.240
C  -4.952  -3.110  -0.457
C  -5.767  -3.384  0.817
C  -4.931  -4.377  -1.324
C  -3.530  -2.713  -0.074
C  -2.955  -1.537  -0.442
C  -1.603  -1.228  -0.105
N  -0.931  -0.179  -0.581
C  -1.451  0.982  -0.963
C  -2.696  1.524  -0.522
C  -3.013  2.827  -0.749
C  -2.042  3.660  -1.395
C  -0.826  3.238  -1.838
C  -0.563  1.801  -1.804
O  0.312  1.254  -2.488
C  0.191  4.203  -2.452
C  1.640  3.751  -2.219
C  -0.067  4.293  -3.963
C  0.061  5.601  -1.831
C  -4.299  3.475  -0.246
C  -3.974  4.620  0.725
C  -5.193  2.473  0.485
C  -5.082  4.036  -1.442
C  -0.809  -2.161  0.707
O  0.321  -1.850  1.101
C  -1.445  -3.443  1.038
C  -2.737  -3.645  0.670
C  -0.634  -4.488  1.797
C  -1.410  -5.797  1.962
C  0.667  -4.800  1.038
C  -0.307  -3.961  3.200
H  -6.685  -2.321  -1.471
H  -5.157  -1.791  -2.183
H  -5.715  -1.080  -0.664
H  -6.788  -3.681  0.561
H  -5.811  -2.488  1.438
H  -5.320  -4.181  1.413
H  -5.949  -4.676  -1.593
H  -4.461  -5.211  -0.801
H  -4.368  -4.200  -2.242
H  -3.473  -0.842  -1.087
H  -3.321  0.898  0.097
H  -2.284  4.711  -1.492
H  1.875  2.841  -2.762
H  1.852  3.560  -1.166
H  2.312  4.548  -2.551
H  0.024  3.306  -4.418
H  0.664  4.958  -4.434
H  -1.070  4.678  -4.168
H  0.195  5.553  -0.748
H  -0.899  6.075  -2.040
H  0.840  6.248  -2.242
H  -3.405  4.247  1.578
H  -4.897  5.080  1.092
H  -3.378  5.398  0.244
H  -4.703  2.076  1.375
H  -5.461  1.634  -0.160
H  -6.116  2.969  0.800
H  -4.489  4.765  -1.996
H  -5.999  4.528  -1.104
H  -5.352  3.232  -2.130
H  -3.199  -4.591  0.925
H  -1.712  -6.219  1.000
H  -2.302  -5.657  2.579
H  -0.769  -6.526  2.463
H  0.445  -5.099  0.010
H  1.198  -5.621  1.526
H  1.319  -3.932  1.019
H  -1.222  -3.839  3.786
H  0.191  -2.997  3.156
H  0.346  -4.667  3.720
Br  -0.894  2.522  2.360
C  0.696  3.583  2.337
C  0.690  4.799  3.003
C  1.888  5.497  3.015
C  2.998  4.948  2.397
C  2.875  3.734  1.728
N  1.712  3.071  1.691
C  4.099  3.124  1.019
O  5.190  3.342  1.585
O  3.847  2.502  -0.027
H  -0.201  5.164  3.492
H  1.947  6.454  3.522
H  3.969  5.422  2.422
N  3.788  0.598  2.952
C  3.775  -0.304  4.109
C  2.411  -0.267  4.806
N  1.267  -0.517  3.934
H  3.942  0.048  2.117
H  4.553  1.262  2.983
H  4.559  -0.028  4.823
H  3.975  -1.333  3.794
H  2.267  0.720  5.259
H  2.400  -1.000  5.621
H  1.194  0.256  3.280
H  1.436  -1.334  3.352
N  6.703  -1.367  -1.972
C  5.957  -0.571  -1.192
N  4.760  -0.444  -1.703
C  4.817  -1.225  -2.810
N  5.977  -1.809  -3.024
C  3.627  -1.448  -3.646
C  3.701  -2.038  -4.907
N  2.616  -2.263  -5.639
C  1.456  -1.887  -5.101
C  1.377  -1.290  -3.851
N  2.465  -1.076  -3.123
H  7.612  -1.752  -1.789
H  6.315  -0.125  -0.279
H  4.658  -2.332  -5.319
H  0.564  -2.067  -5.691
H  0.440  -0.953  -3.422
F  5.663  -5.093  -0.409
C  4.543  -4.360  -0.244
F  4.297  -3.743  -1.407
F  3.537  -5.219  -0.026
S  4.730  -3.153  1.152
O  4.547  -3.979  2.322
O  6.068  -2.635  0.950
O  3.659  -2.206  0.888

Atom charges from the Mulliken analysis, given in e for atoms 1 to 8: atom 1 (Rb): 0.13, atom 2 (C): -2.17, atom 3 (C): 1.90, atom 4 (C): -1.69, atom 5 (C): -1.68, atom 6 (C): -0.61, atom 7 (C): 0.33, atom 8 (C): -2.30

---

Entry 4:
The following is a quantum chemistry calculation of a structure of composition C43H57AsF3GeIrN5O3PS, from the OMol25 dataset.

Summary:
**Kohn-Sham gap (spin up / spin down)**: 7.66 / 7.66 eV
**E_LUMO (spin up / spin down)**: 0.1267 / 0.1267 eV
**ΔE to the lowest compared entry with this formula, charge and spin**: 0.0 kJ/mol

Atoms and positions in Å:
Ir  0.420  0.143  -0.088
C  1.425  2.943  -2.810
As  1.057  2.474  -0.947
C  -0.235  3.851  -0.460
C  2.512  3.520  -0.139
H  1.682  4.000  -2.883
H  0.531  2.746  -3.395
H  2.254  2.345  -3.192
H  0.086  4.771  -0.952
H  -0.170  3.981  0.620
H  -1.259  3.640  -0.722
H  2.387  4.541  -0.502
H  3.505  3.171  -0.410
H  2.405  3.521  0.944
C  -0.330  -0.650  1.445
Ge  -2.153  -0.554  2.173
C  -3.199  -2.097  1.531
C  -3.565  -3.124  2.400
C  -4.295  -4.216  1.948
C  -4.691  -4.288  0.620
C  -4.340  -3.270  -0.254
C  -3.588  -2.196  0.200
C  -3.120  1.121  1.988
C  -2.457  2.327  2.197
C  -3.144  3.528  2.142
C  -4.507  3.537  1.878
C  -5.176  2.344  1.667
C  -4.484  1.141  1.721
C  -2.026  -0.853  4.122
C  -1.004  -1.567  4.742
C  -0.996  -1.770  6.116
C  -2.024  -1.265  6.896
C  -3.058  -0.560  6.295
C  -3.054  -0.356  4.923
H  0.196  -1.296  2.146
H  -3.285  -3.073  3.446
H  -4.567  -5.004  2.639
H  -5.279  -5.129  0.274
H  -4.657  -3.302  -1.291
H  -3.285  -1.426  -0.488
H  -1.389  2.329  2.394
H  -2.617  4.462  2.298
H  -5.043  4.477  1.827
H  -6.236  2.347  1.448
H  -5.014  0.213  1.539
H  -0.201  -1.992  4.148
H  -0.189  -2.326  6.576
H  -2.022  -1.419  7.967
H  -3.866  -0.164  6.898
H  -3.860  0.212  4.473
C  4.170  1.350  1.486
C  4.034  0.301  0.377
C  4.300  0.900  -1.003
P  2.457  -0.677  0.549
C  2.736  -2.208  -0.495
C  2.965  -1.903  -1.986
C  3.771  -3.250  -0.071
C  2.619  -1.254  2.337
C  3.993  -1.731  2.833
C  2.127  -0.205  3.353
H  4.895  2.111  1.194
H  4.525  0.907  2.411
H  3.227  1.845  1.704
H  4.812  -0.449  0.549
H  3.450  1.463  -1.390
H  4.549  0.143  -1.735
H  5.151  1.582  -0.938
H  1.761  -2.690  -0.398
H  4.025  -1.987  -2.221
H  2.621  -0.919  -2.294
H  2.449  -2.644  -2.601
H  4.767  -2.823  0.057
H  3.841  -3.996  -0.868
H  3.493  -3.781  0.834
H  1.950  -2.119  2.379
H  4.764  -0.973  2.713
H  4.347  -2.641  2.373
H  3.912  -1.921  3.906
H  2.945  0.445  3.655
H  1.786  -0.710  4.260
H  1.319  0.418  2.976
F  -2.986  -0.732  -3.086
C  -3.593  0.383  -2.638
F  -4.643  0.010  -1.908
F  -4.051  1.048  -3.699
S  -2.436  1.469  -1.687
O  -1.507  1.916  -2.697
O  -3.324  2.449  -1.138
O  -1.812  0.576  -0.696
C  -0.596  -3.104  -1.139
C  -0.269  -2.139  -2.218
N  0.180  -0.905  -2.109
C  0.361  -0.429  -3.386
C  0.018  -1.385  -4.280
N  -0.400  -2.462  -3.531
C  -0.849  -3.727  -4.050
N  0.018  -4.815  -3.671
N  1.326  -4.796  -4.012
N  1.918  -5.806  -3.504
C  0.995  -6.540  -2.794
C  1.142  -7.714  -2.049
C  0.022  -8.198  -1.418
C  -1.222  -7.540  -1.517
C  -1.386  -6.388  -2.250
C  -0.244  -5.903  -2.892
H  -0.635  -2.574  -0.189
H  0.147  -3.902  -1.083
H  -1.568  -3.566  -1.308
H  0.697  0.571  -3.565
H  0.005  -1.400  -5.354
H  -0.897  -3.645  -5.136
H  -1.845  -3.964  -3.671
H  2.101  -8.207  -1.978
H  0.086  -9.103  -0.830
H  -2.074  -7.956  -0.996
H  -2.344  -5.890  -2.310

Atom charges from the Mulliken analysis, given in e for atoms 1 to 8: atom 1 (Ir): 1.48, atom 2 (C): -1.50, atom 3 (As): 0.76, atom 4 (C): -1.14, atom 5 (C): -1.43, atom 6 (H): 0.47, atom 7 (H): 0.40, atom 8 (H): 0.41